{
  "formula": "C4H7N3",
  "method": "ωB97M-V/def2-TZVPD",
  "symbols": ["C", "C", "N", "N", "C", "N", "C", "H", "H", "H", "H", "H", "H", "H"],
  "positions_angstrom": [[-0.38854, 1.18048, 0.12388], [0.91958, 0.56818, -0.00728], [2.17969, 1.09351, 0.12924], [3.03694, 0.07467, 0.03976], [2.36571, -0.98542, -0.08703], [1.00669, -0.85720, -0.17337], [-0.02716, -1.81428, -0.09746], [-0.49607, 2.21965, 0.67975], [-1.11746, 0.46875, 0.35119], [-0.71892, 1.47682, -0.87798], [2.41949, 2.01580, 0.39436], [-0.00378, -2.51701, -0.94426], [-1.06436, -1.28642, -0.10632], [0.24770, -2.54544, 0.64012]],
  "forces_ev_per_angstrom": [[0.8, 3.3, -0.4], [-1.1, -0.7, 0.8], [-1.9, -3.2, -1.0], [-0.2, -2.3, 0.4], [-0.1, 3.3, -0.5], [3.4, 2.8, 0.6], [-2.7, -1.4, -1.4], [0.6, -2.2, -0.6], [-1.1, -0.9, 1.1], [0.2, 0.2, -0.6], [0.7, 1.5, 0.2], [0.0, 0.8, -0.6], [2.0, -1.4, 0.5], [-0.6, 0.2, 1.4]],
  "de_lowest_kcal_mol": 125.46,
  "total_charge": 2,
  "homo_ha": [-0.7962, -0.7926],
  "smiles": "Cc1[nH][n+]#c[n+]1C"
}